<w>
Formula: C3H3O3
Source: the Open Molecules 2025 dataset
Level of theory: the ωB97M-V functional and the def2-TZVPD basis

Positions of all 9 atoms, in Å:
C -1.36 -1.81 0.24
C -0.15 -1.18 0.39
C 0.88 0.80 -0.37
O -0.74 -1.68 -0.91
O 1.46 1.87 0.13
O 0.39 -0.02 0.53
H -2.42 -2.56 0.62
H 1.18 0.54 -1.36
H 1.06 2.08 0.99

As for the HOMO-LUMO gap (alpha / beta): 7.374 / 7.343 eV. Its spin multiplicity is 1. Its total charge is +1.

Atomic partial charges in e from the natural (NBO) method, atoms 1 to 6:
1. C 0.302
2. C 0.318
3. C 0.623
4. O -0.416
5. O -0.552
6. O -0.370

<x>
Formula: C3H3O3
Source: the Open Molecules 2025 dataset
Level of theory: the ωB97M-V functional and the def2-TZVPD basis

Positions of all 9 atoms, in Å:
C -0.20 -0.76 2.14
C 0.46 0.57 -1.24
C -0.62 -0.87 0.36
O 0.86 -1.05 2.44
O 0.04 -0.33 -0.43
O -0.11 0.97 -2.30
H -1.07 -0.35 2.66
H 1.48 0.31 -1.46
H -0.84 1.51 -2.16

As for the HOMO-LUMO gap (alpha / beta): 7.685 / 7.737 eV. Its spin multiplicity is 1. Its total charge is +1.

Atomic partial charges in e from the natural (NBO) method, atoms 1 to 6:
1. C 0.443
2. C 0.447
3. C 0.483
4. O -0.329
5. O -0.375
6. O -0.578

<y>
Formula: C3H3O3
Source: the Open Molecules 2025 dataset
Level of theory: the ωB97M-V functional and the def2-TZVPD basis

Positions of all 9 atoms, in Å:
C 2.06 -0.37 0.02
C 0.81 -0.24 0.07
C -1.23 0.69 0.42
O 3.16 -0.57 -0.20
O -1.96 0.04 -0.36
O -0.03 0.70 0.69
H 0.57 -1.27 -0.28
H -1.79 1.57 0.70
H -1.59 -0.56 -1.05

As for the HOMO-LUMO gap: 9.739 eV. Its spin multiplicity is 1. Its total charge is +1.

Atomic partial charges in e from the natural (NBO) method, atoms 1 to 6:
1. C 0.716
2. C -0.329
3. C 0.734
4. O -0.306
5. O -0.554
6. O -0.300

Which structure is most stable, and how do the rest compare? From most to least stable: <y>, <w>, <x>.

<w>
Formula: C4H5ClN2
Source: the Open Molecules 2025 dataset
Level of theory: the ωB97M-V functional and the def2-TZVPD basis

Positions of all 12 atoms, in Å:
C -0.19 1.35 0.19
N -0.64 -0.07 0.12
C -0.01 -1.22 0.40
C -0.89 -2.25 0.31
N -2.12 -1.74 -0.13
C -1.94 -0.43 -0.19
Cl -3.09 0.72 -0.29
H -1.04 1.89 -0.19
H -0.03 1.57 1.28
H 0.57 1.55 -0.51
H 1.02 -1.31 0.90
H -0.72 -3.30 0.57

As for the HOMO-LUMO gap: 9.270 eV. Its spin multiplicity is 1. The SMILES is Cn1ccnc1Cl. Its total charge is 0.

Atomic partial charges in e from the natural (NBO) method, atoms 1 to 6:
1. C -0.407
2. N -0.349
3. C -0.092
4. C -0.106
5. N -0.450
6. C 0.219

<x>
Formula: C4H5ClN2
Source: the Open Molecules 2025 dataset
Level of theory: the ωB97M-V functional and the def2-TZVPD basis

Positions of all 12 atoms, in Å:
N 0.19 1.36 -2.91
C 0.07 0.85 -1.81
C -0.47 0.33 -0.52
Cl -2.17 -0.06 -0.50
C 0.13 0.76 0.95
N 0.23 -0.68 1.19
C 0.18 -1.12 -0.12
H 0.93 1.58 0.89
H -0.68 1.09 1.60
H 0.82 -1.16 1.99
H -0.38 -2.00 -0.11
H 1.14 -0.94 -0.65

As for the HOMO-LUMO gap: 9.882 eV. Its spin multiplicity is 1. The SMILES is N#CC1(Cl)CNC1. Its total charge is 0.

Atomic partial charges in e from the natural (NBO) method, atoms 1 to 6:
1. N -0.266
2. C 0.240
3. C -0.167
4. Cl 0.026
5. C -0.198
6. N -0.650

<y>
Formula: C4H5ClN2
Source: the Open Molecules 2025 dataset
Level of theory: the ωB97M-V functional and the def2-TZVPD basis

Positions of all 12 atoms, in Å:
C -1.06 2.34 0.31
C -0.14 1.59 0.02
C -0.74 -1.27 -0.69
C 0.91 0.76 -0.47
N -0.60 -1.63 0.52
N 1.66 0.21 0.41
Cl 3.13 -0.64 0.03
H -1.80 3.01 0.67
H -1.58 -1.74 -1.35
H 1.05 0.75 -1.50
H -0.93 -2.36 1.10
H 0.10 -1.02 0.95

As for the HOMO-LUMO gap (alpha / beta): 8.760 / 8.760 eV. Its spin multiplicity is 1. Its total charge is 0.

Atomic partial charges in e from the natural (NBO) method, atoms 1 to 6:
1. C -0.184
2. C -0.044
3. C -0.083
4. C 0.037
5. N -0.718
6. N -0.470

Which structure is most stable, and how do the rest compare? From most to least stable: <w>, <x>, <y>.

<w>
Formula: C4H9N2O
Source: the Open Molecules 2025 dataset
Level of theory: the ωB97M-V functional and the def2-TZVPD basis

Positions of all 16 atoms, in Å:
C 1.31 0.31 -1.45
C 0.03 1.26 0.80
C -0.21 -2.21 -0.44
C 0.35 -1.00 0.36
N -0.73 2.38 0.86
N -0.50 0.07 0.58
O 0.90 1.36 -1.18
H 1.50 -0.30 -2.27
H 1.10 1.26 1.19
H -0.87 -2.79 0.20
H -0.90 -1.72 -1.09
H 0.50 -2.96 -0.82
H 0.99 -1.21 1.24
H -0.45 3.21 1.28
H -1.64 2.27 0.59
H -1.36 0.07 0.16

As for the HOMO-LUMO gap (alpha / beta): 8.181 / 8.178 eV. Its spin multiplicity is 1. Its total charge is +1.

Atomic partial charges in e from the natural (NBO) method, atoms 1 to 6:
1. C 0.455
2. C 0.378
3. C -0.666
4. C -0.072
5. N -0.736
6. N -0.529

<x>
Formula: C4H9N2O
Source: the Open Molecules 2025 dataset
Level of theory: the ωB97M-V functional and the def2-TZVPD basis

Positions of all 16 atoms, in Å:
C 1.48 -0.12 -0.10
C 1.21 -1.48 0.03
C 0.58 0.91 0.07
C -1.90 0.44 0.58
N 0.80 2.14 -0.11
N 0.02 -2.13 -0.10
O -2.22 -0.33 -0.44
H 2.46 0.36 -0.27
H 2.19 -1.91 0.31
H -1.89 1.46 0.41
H -1.39 -0.09 1.31
H 0.09 2.81 0.07
H 1.85 2.45 -0.13
H 0.00 -3.10 0.00
H -0.88 -1.67 -0.38
H -2.39 0.26 -1.23

As for the HOMO-LUMO gap (alpha / beta): 7.542 / 8.512 eV. Its spin multiplicity is 1. Its total charge is +1.

Atomic partial charges in e from the natural (NBO) method, atoms 1 to 6:
1. C -0.528
2. C 0.194
3. C 0.257
4. C 0.148
5. N -0.741
6. N -0.739

Which structure is most stable, and how do the rest compare? From most to least stable: <w>, <x>.

<w>
Formula: C4H9N2O
Source: the Open Molecules 2025 dataset
Level of theory: the ωB97M-V functional and the def2-TZVPD basis

Positions of all 16 atoms, in Å:
C 1.22 1.14 -0.19
C 0.22 0.11 0.09
N 0.93 -1.25 0.52
C -1.13 -0.26 -1.17
C -1.99 0.04 0.01
O -3.13 0.04 0.27
N -0.86 0.36 0.87
H 2.15 0.66 -0.39
H 1.45 1.63 0.81
H 0.91 1.77 -0.94
H 0.17 -1.98 0.54
H 1.10 -1.16 1.49
H 1.80 -1.27 -0.08
H -1.02 -1.05 -1.84
H -1.08 0.64 -1.78
H -0.73 0.57 1.79

As for the HOMO-LUMO gap: 10.794 eV. Its spin multiplicity is 1. The SMILES is C[C@]1([NH3+])CC(=O)N1. Its total charge is +1.

Atomic partial charges in e from the natural (NBO) method, atoms 1 to 6:
1. C -0.657
2. C 0.342
3. N -0.738
4. C -0.460
5. C 0.689
6. O -0.457

<x>
Formula: C4H9N2O
Source: the Open Molecules 2025 dataset
Level of theory: the ωB97M-V functional and the def2-TZVPD basis

Positions of all 16 atoms, in Å:
C 1.16 0.80 -0.42
C 3.04 -0.17 0.84
C -0.61 -0.40 -0.58
C -2.52 0.96 0.35
N 2.11 0.42 0.21
N -0.19 -1.69 -0.55
O -1.26 0.16 0.51
H 1.14 1.73 -0.96
H 3.83 -0.74 0.36
H 3.23 0.02 1.91
H -0.96 -0.03 -1.58
H -3.03 0.61 -0.53
H -2.28 2.01 0.25
H -3.06 0.62 1.23
H -0.39 -2.17 -1.42
H -0.22 -2.14 0.36

As for the HOMO-LUMO gap: 9.061 eV. Its spin multiplicity is 1. Its total charge is +1.

Atomic partial charges in e from the natural (NBO) method, atoms 1 to 6:
1. C 0.094
2. C -0.080
3. C 0.448
4. C -0.240
5. N -0.266
6. N -0.796

<y>
Formula: C4H9N2O
Source: the Open Molecules 2025 dataset
Level of theory: the ωB97M-V functional and the def2-TZVPD basis

Positions of all 16 atoms, in Å:
C 0.95 2.22 0.40
N 0.79 0.78 -0.01
O 1.17 0.34 -1.03
C 0.09 0.02 0.94
N -0.90 -0.80 0.19
C -0.63 -2.12 -0.29
C -1.14 -0.95 -1.20
H 2.03 2.41 0.16
H 0.76 2.21 1.50
H 0.16 2.87 -0.09
H 0.78 -0.54 1.52
H -0.57 0.46 1.58
H -1.22 -3.02 -0.08
H 0.38 -2.43 -0.22
H -0.46 -0.41 -1.93
H -2.19 -1.02 -1.45

As for the HOMO-LUMO gap (alpha / beta): 6.652 / 6.650 eV. Its spin multiplicity is 1. The SMILES is C[N+](=O)CN1CC1. Its total charge is +1.

Atomic partial charges in e from the natural (NBO) method, atoms 1 to 6:
1. C -0.487
2. N 0.337
3. O -0.116
4. C -0.150
5. N -0.374
6. C -0.236

Which structure is most stable, and how do the rest compare? From most to least stable: <w>, <x>, <y>.

<w>
Formula: C4H9N2O
Source: the Open Molecules 2025 dataset
Level of theory: the ωB97M-V functional and the def2-TZVPD basis

Positions of all 16 atoms, in Å:
C 0.11 1.50 -0.56
N 0.17 0.38 0.35
C 0.97 -0.68 -0.19
C 0.08 -1.91 -0.40
N -1.05 -1.81 0.10
C -1.60 -0.81 0.72
O -1.88 -0.65 1.96
H -0.43 1.15 -1.47
H -0.73 2.26 -0.27
H 1.00 2.12 -0.85
H 0.36 0.85 1.22
H 1.85 -0.77 0.51
H 1.41 -0.46 -1.30
H 0.37 -2.83 -0.76
H -2.20 -0.28 0.05
H -1.25 -1.28 2.34

As for the HOMO-LUMO gap: 10.772 eV. Its spin multiplicity is 1. The SMILES is CNCC=[N+]=CO. Its total charge is +1.

Atomic partial charges in e from the natural (NBO) method, atoms 1 to 6:
1. C -0.460
2. N -0.596
3. C -0.328
4. C 0.236
5. N -0.404
6. C 0.539

<x>
Formula: C4H9N2O
Source: the Open Molecules 2025 dataset
Level of theory: the ωB97M-V functional and the def2-TZVPD basis

Positions of all 16 atoms, in Å:
C 0.76 1.31 -1.03
C 0.89 0.97 0.24
C 0.74 -0.36 0.99
N 0.39 -1.41 0.15
C -0.76 -1.46 -0.46
N -1.71 -0.50 -0.19
O -2.41 0.87 0.44
H 0.99 2.32 -1.29
H 0.63 0.67 -1.93
H 1.16 1.86 0.87
H -0.17 -0.34 1.64
H 1.44 -0.45 1.74
H 1.16 -1.70 -0.37
H -1.40 -2.16 -0.97
H -2.67 -0.68 -0.59
H -1.73 1.21 1.16

As for the HOMO-LUMO gap: 8.770 eV. Its spin multiplicity is 1. The SMILES is C=CC/[NH+]=C\NO. Its total charge is +1.

Atomic partial charges in e from the natural (NBO) method, atoms 1 to 6:
1. C -0.368
2. C -0.247
3. C -0.279
4. N -0.501
5. C 0.355
6. N -0.330

Which structure is most stable, and how do the rest compare? From most to least stable: <w>, <x>.